21
Properties=species:S:1:pos:R:3:lowdin_charge:R:1 method="wB97M-V/def2-TZVPD" total_energy_ha=-617.7649 homo_lumo_gap_ev=10.141 smiles="C/N=C/[Si](C)(C)OC" de_lowest_ev=2.280 lumo_ha=0.0346 total_charge=0
C -2.551 0.167 1.919 -0.1391
N -1.653 0.084 0.819 -0.0780
C -0.464 0.284 1.064 -0.2087
Si 0.792 0.091 -0.317 0.4892
C 0.913 1.629 -1.378 -0.1568
C 2.425 -0.286 0.543 -0.1349
O 0.647 -1.343 -1.123 -0.2312
C -0.513 -1.606 -1.836 -0.1836
H -3.154 1.012 1.723 0.0725
H -2.072 0.490 2.828 0.0607
H -2.884 -0.820 2.139 0.0801
H -0.279 0.508 2.093 0.0647
H 1.887 1.652 -1.909 0.0401
H 0.083 1.868 -1.950 -0.0125
H 1.124 2.601 -0.759 0.0756
H 2.989 -1.058 -0.040 0.0638
H 3.062 0.513 0.704 0.0019
H 2.302 -0.555 1.493 -0.0281
H -0.328 -2.582 -2.247 0.0829
H -0.986 -0.860 -2.523 0.1054
H -1.340 -1.789 -1.243 0.0361